43
Properties=species:S:1:pos:R:3:mulliken_charge:R:1 method="wB97M-V/def2-TZVPD" energy_ev=-137814.521 lumo_energy_ha=-0.0013 e_homo_ev=-8.8 multiplicity=1 orbital_gap_ev=8.80 charge=0 mol_weight_g_mol=476.24 smiles="CCP(C)[C@]1(Br)OS(=O)(=O)O[C@]1(CCCCS(=O)(=O)O)P(N)O"
Br -1.0495 -0.6872 3.1188 -0.02
S -3.8235 -1.0404 1.6535 1.21
S 3.4408 2.1296 0.0380 0.97
P -2.8280 -0.9068 -1.3196 -0.03
P -0.0778 -2.5327 0.6859 -0.17
O -4.9707 -1.6205 0.9122 -0.57
O -3.1113 0.3118 0.9815 -0.45
O -4.3034 -0.8664 3.0494 -0.61
O 3.1590 1.6961 1.4275 -0.58
O 4.2516 3.3709 0.0794 -0.59
O -2.5557 -2.1164 1.4206 -0.39
O 4.1850 0.9546 -0.8440 -0.41
O -4.2905 -0.0465 -1.4754 -0.39
N -1.8733 -0.4840 -2.7241 -0.59
C 0.1824 -2.4452 -1.1799 -1.05
C -1.3770 -1.2662 1.2306 0.41
C -1.1115 1.0602 -0.1225 -1.42
C 1.6190 -2.0751 1.3974 -0.70
C 0.0556 1.4288 0.8467 0.17
C 0.7245 2.7295 0.2791 -1.26
C -1.9381 -0.2045 0.2399 1.16
C 1.8227 2.4431 -0.7828 -0.72
C 2.5564 -1.2923 0.3998 -0.68
H -4.8461 -0.6762 -1.9375 0.37
H 1.6046 1.5687 -1.4286 0.31
H 1.1544 3.3696 1.0649 0.43
H 2.0001 3.2913 -1.4717 0.51
H -2.4308 -0.7770 -3.5254 0.32
H 2.1078 -3.0596 1.5567 0.46
H 3.1591 -2.0076 -0.1814 0.45
H 2.0144 -0.6037 -0.2699 -0.09
H 0.7839 0.6213 1.0223 0.07
H -1.8212 1.9148 -0.0969 0.33
H 1.0586 -3.0976 -1.3732 0.43
H -0.0529 3.3279 -0.2404 0.49
H -0.3645 1.7169 1.8287 0.35
H -1.8932 0.5419 -2.7924 0.25
H 3.2120 -0.6479 1.0203 0.31
H 5.0967 0.8995 -0.5268 0.36
H 0.3682 -1.4290 -1.5596 0.24
H -0.6971 1.0550 -1.1510 0.34
H -0.6870 -2.9403 -1.6420 0.41
H 1.5465 -1.6080 2.3920 0.39